Record 1
C9H14O2 | ωB97M-V with the def2-TZVPD basis set

Geometry as ORCA input:
```
! wB97M-V def2-TZVPD RIJCOSX def2/J DEFGRID3
* xyz 0 1
C -1.7110 0.2573 -0.0315
C 2.6133 -1.1329 0.2060
C 1.5340 -0.8225 -0.4445
C 0.2821 -0.3692 0.1881
C -0.3757 1.0087 -0.1747
C -1.0813 -1.0612 -0.2150
C -0.3307 1.2305 -1.7222
C -0.1891 2.2285 0.5809
C -1.5809 -2.1163 0.9037
O -2.8081 0.7168 0.1100
O -1.0918 -1.5465 -1.5004
H 3.4861 -1.2774 -0.3827
H 2.7743 -0.7767 1.2439
H 1.5982 -0.7836 -1.5252
H 0.4689 -0.4863 1.2396
H 0.6123 0.8451 -2.1333
H -0.4922 2.3422 -1.9674
H -1.2355 0.7215 -2.3111
H 0.3931 2.8624 0.0404
H 0.3429 2.0566 1.5462
H -1.2577 2.5896 0.6343
H -1.8963 -3.0013 0.2739
H -2.2556 -1.4984 1.5151
H -0.7250 -2.4302 1.5793
H -2.0129 -1.7272 -1.6350
*
```

## Properties
- SMILES = C=C[C@H]1C(C)(C)C(=O)[C@@]1(C)O
- relative energy (zero: lowest compared OMol25 entry of this formula, charge and spin) (kcal/mol) = 87.1

---

Record 2
C9H14O6 | ωB97M-V with the def2-TZVPD basis set

Geometry as ORCA input:
```
! wB97M-V def2-TZVPD RIJCOSX def2/J DEFGRID3
* xyz 0 1
C -4.0030 0.0130 5.9089
C -3.2399 -0.5559 4.7158
C -1.7509 -0.8094 5.0209
C -0.6772 -0.7479 3.9493
C 0.5516 -0.1718 4.5773
C 1.0960 -1.2693 5.6801
C -0.0826 -1.8426 6.4719
C -1.3826 -1.6367 6.1914
C 2.0880 -0.5599 6.5649
O 1.6436 -2.4045 4.9642
O 2.5337 -1.8804 4.0858
O 0.1626 1.0820 5.0793
O -1.4051 0.8862 5.3031
H -5.0740 0.1125 5.6788
H -3.9360 -0.6425 6.7833
H -3.6891 1.0182 6.2165
H -3.7742 -1.4265 4.3240
H -3.2701 0.1895 3.9151
H -0.4735 -1.7546 3.5069
H -1.0446 0.0011 3.2582
H 1.4377 -0.1096 3.8574
H 0.2192 -2.5486 7.2413
H -2.1651 -1.8861 6.9220
H 1.6198 0.2976 7.0440
H 2.4594 -1.2512 7.3161
H 2.9141 -0.2098 5.9016
H -2.2564 1.3417 5.5449
O -0.1491 4.5696 6.8013
O 0.0754 3.3162 7.1142
*
```

## Properties
- relative energy (zero: lowest compared OMol25 entry of this formula, charge and spin) (kcal/mol) = 356.8

---

Record 3
C9H14S | ωB97M-V with the def2-TZVPD basis set

Geometry as ORCA input:
```
! wB97M-V def2-TZVPD RIJCOSX def2/J DEFGRID3
* xyz 0 1
C 0.5548 2.1317 1.1816
C -0.3196 1.0220 1.4759
C 0.3173 3.3675 1.6027
C -0.4349 -0.1151 0.7483
C -1.0621 1.2253 2.7102
C 0.1229 0.7843 -1.5726
C -0.6273 -1.5525 -1.2073
C 1.6821 -0.8310 -0.3407
C 0.1897 -0.4085 -0.5850
S 0.4165 4.8445 2.1272
H 1.2044 1.9841 0.2645
H -0.8221 -0.9298 1.2601
H -0.6397 1.9338 3.4213
H -1.1166 0.2381 3.1339
H -2.1183 1.5425 2.6398
H -0.9708 0.6979 -1.9288
H 0.8137 0.4339 -2.3730
H 0.2507 1.7969 -1.2578
H -1.3094 -1.1802 -1.9833
H 0.0875 -2.1923 -1.6781
H -1.2495 -2.1267 -0.5339
H 2.3417 0.1481 -0.2345
H 2.1938 -1.6025 -1.0540
H 1.7114 -1.5189 0.5892
*
```

## Properties
- SMILES = C/C(C=C=S)=C/C(C)(C)C
- relative energy (zero: lowest compared OMol25 entry of this formula, charge and spin) (kcal/mol) = 74.0

---

Record 4
C9H14S | ωB97M-V with the def2-TZVPD basis set

Geometry as ORCA input:
```
! wB97M-V def2-TZVPD RIJCOSX def2/J DEFGRID3
* xyz 0 1
C 0.8320 1.4504 0.3432
C 1.3947 -1.7165 2.2557
C 0.9124 -0.4702 1.9384
C 2.0210 -2.5548 1.3350
C 1.1485 0.0397 0.6622
C 2.1862 -2.0411 0.0620
C 1.6923 -0.7993 -0.3433
H 1.4363 -1.9650 3.3303
H 0.6638 0.2059 2.7586
H 2.4587 -3.4947 1.6151
H 2.4405 -2.7657 -0.6916
H 0.0413 1.8264 1.0114
H 0.7846 1.5981 -0.7320
H 1.7894 -0.4051 -1.3339
H 1.6893 2.0520 0.6456
C -1.6506 1.9577 -2.2443
C -3.0687 0.1059 -0.5863
S -3.0033 0.7361 -2.2697
H -0.8677 1.5072 -2.9322
H -2.0526 2.7572 -2.8509
H -1.4536 2.1512 -1.1936
H -3.7521 -0.7511 -0.7060
H -3.5116 0.8506 0.0877
H -2.1306 -0.2750 -0.1611
*
```

## Properties
- SMILES = Cc1ccccc1.CSC
- relative energy (zero: lowest compared OMol25 entry of this formula, charge and spin) (kcal/mol) = 20.9

---

Record 5
C9H15B3BrF6O6 | ωB97M-V with the def2-TZVPD basis set

Geometry as ORCA input:
```
! wB97M-V def2-TZVPD RIJCOSX def2/J DEFGRID3
* xyz -1 1
O -0.5910 4.4882 -0.7369
C -0.7350 3.4588 -1.7941
C -0.4484 1.9810 -1.1244
B -1.7968 1.0847 -0.8405
O -3.1671 1.3852 -1.3360
B -4.1014 0.2878 -0.8995
Br -5.9223 0.6999 -0.0643
O -3.7727 -1.1689 -1.0564
B -2.2723 -1.1979 -0.9990
C -1.3130 -2.1782 -1.9056
C 0.2843 -1.7765 -1.8999
C 0.8016 -1.3766 -3.4396
F 2.2576 -1.1076 -3.3470
F 0.4781 -2.5337 -4.3508
F 0.0458 -0.1854 -3.9764
O -1.6739 -0.1922 -0.0511
H 0.2934 4.3359 -0.2495
H 0.1114 3.6991 -2.5933
H -1.7646 3.4860 -2.3540
H 0.1156 2.0927 -0.0871
H 0.3189 1.3949 -1.8265
H -1.4497 -3.3377 -1.6759
H -1.6744 -2.0421 -3.0354
H 0.8958 -2.6981 -1.4542
H 0.5548 -0.8517 -1.2357
C 3.3608 -0.1786 3.0705
C 2.1834 0.6182 3.5991
O 1.0726 0.6385 2.7083
C 0.1396 -0.4762 2.7180
O -0.3041 -0.7055 3.9513
C 0.6875 -1.7707 1.9959
F 1.3909 -1.4381 0.8738
F -0.3270 -2.5724 1.5617
F 1.5056 -2.5481 2.7457
H 3.4902 -0.0315 1.9938
H 4.2811 0.1185 3.5836
H 3.2295 -1.2464 3.2497
H 2.5063 1.6618 3.6800
H 1.9120 0.3072 4.6134
H -0.6033 -0.1240 1.9879
*
```

## Properties
- relative energy (zero: lowest compared OMol25 entry of this formula, charge and spin) (kcal/mol) = 141.9

---

Record 6
C9H15BN9S2Se4Ti | ωB97M-V with the def2-TZVPD basis set

Geometry as ORCA input:
```
! wB97M-V def2-TZVPD RIJCOSX def2/J DEFGRID3
* xyz 1 1
Ti 0.8348 0.7034 0.9360
Se -0.1663 1.3616 3.1154
Se 0.5178 3.5350 2.6043
Se 2.6871 3.2113 1.8031
Se 2.3580 2.1301 -0.2502
C 2.0040 -3.3694 -2.2966
N 1.4648 -3.4188 -0.9439
C 1.3830 -4.5417 -0.1440
C 0.8010 -4.1553 1.0102
N 0.5321 -2.8036 0.9209
B -0.1321 -1.9517 2.0287
N 0.7912 -1.8427 3.2587
C 0.5424 -2.3029 4.5363
C 1.5931 -1.9553 5.3108
N 2.4809 -1.2751 4.4983
C 3.7298 -0.6488 4.9129
C 1.9711 -1.2145 3.2605
S 2.7155 -0.4324 1.9109
C 0.9349 -2.3770 -0.2801
S 0.7501 -0.8045 -0.9648
H 2.6172 -4.2515 -2.4554
H 2.6150 -2.4777 -2.4105
H 1.1988 -3.3488 -3.0287
H 1.7465 -5.4997 -0.4694
H 0.5630 -4.7231 1.8919
H -1.1988 -2.3896 2.3579
H -0.3278 -0.8253 1.5417
H -0.3616 -2.8303 4.7819
H 1.7899 -2.1248 6.3539
H 3.9314 -0.9282 5.9427
H 3.6450 0.4334 4.8358
H 4.5449 -0.9892 4.2787
N -2.9838 4.1066 -0.9008
N -2.3962 2.8831 -0.6788
N -3.0705 1.7580 -0.7620
C -2.1633 0.8836 -0.3633
N -0.9948 1.4805 -0.0915
N -1.1667 2.7759 -0.3052
H -3.6610 4.0001 -1.6473
H -2.2516 4.7645 -1.1424
H -2.3330 -0.1763 -0.2958
*
```

## Properties
- relative energy (zero: lowest compared OMol25 entry of this formula, charge and spin) (kcal/mol) = 0.0

---

Record 7
C9H15Br9Cl4O | ωB97M-V with the def2-TZVPD basis set

Geometry as ORCA input:
```
! wB97M-V def2-TZVPD RIJCOSX def2/J DEFGRID3
* xyz 0 1
C -0.1911 -0.4533 1.1864
Cl 1.4426 0.0797 1.8920
Cl -0.9721 0.9177 0.3599
H 0.0535 -1.2357 0.5587
H -0.8610 -0.8688 1.9402
C -0.5344 5.6512 0.9146
Cl -0.6308 3.9170 0.3731
Cl 0.0073 5.8575 2.6197
H 0.2153 6.1231 0.3057
H -1.5723 6.0255 0.8354
C -2.0177 -4.0658 1.0435
Br -3.3414 -5.1604 1.9395
Br -2.9861 -2.6776 0.1872
Br -0.9799 -5.1349 -0.0736
H -1.4133 -3.7146 1.9190
C 1.1730 -0.5297 5.4149
Br 0.4466 -0.2058 7.1622
Br 0.4587 -2.2526 4.6195
Br 3.0876 -0.7663 5.6575
H 0.8104 0.2839 4.8366
C -2.1393 1.8817 3.4696
Br -1.0376 2.8404 4.7322
Br -3.7431 2.8046 2.9207
Br -2.6259 0.1988 4.3001
H -1.5386 1.6844 2.6483
C 2.4440 -0.4932 -4.9533
C 1.2409 0.1158 -4.2022
C 0.1824 -0.9582 -4.3552
O 0.9327 -2.1944 -4.4491
C 1.9842 -1.9157 -5.4375
H 3.1866 -0.7334 -4.2714
H 2.9040 0.1320 -5.6937
H 0.9892 1.0836 -4.6325
H 1.5717 0.2249 -3.1145
H -0.4088 -0.8466 -5.3256
H -0.5097 -1.1686 -3.5498
H 1.5794 -1.8648 -6.4521
H 2.7929 -2.5812 -5.3262
*
```

## Properties
- calculated total energy (eV) = -692093.3512

---

Record 8
C9H15Cl2NY | ωB97M-V with the def2-TZVPD basis set

Geometry as ORCA input:
```
! wB97M-V def2-TZVPD RIJCOSX def2/J DEFGRID3
* xyz -1 1
Y 1.7813 -0.5691 0.2509
Cl 2.6427 -3.0325 -0.5186
Cl 3.3081 0.7076 1.8503
C 3.8318 0.1998 0.1160
H 3.8353 1.2702 -0.5259
H 3.9413 -0.5159 -0.7477
C -0.5391 1.2449 -0.4978
C 0.3418 0.4482 -1.0033
H -0.3138 1.7862 0.5159
C 0.0749 -0.8784 -1.8702
H 2.5721 0.7212 -1.0477
C -1.1835 -0.5934 -2.7583
H 1.0434 -0.9361 -2.4301
H -0.1380 -2.0054 -1.5276
C -2.3418 -0.0596 -1.8258
H -0.8568 0.2246 -3.4340
H -1.4825 -1.4188 -3.4623
C -2.0659 1.1168 -0.8094
H -3.1792 0.2253 -2.4806
H -2.5968 -0.9839 -1.2541
H -2.5703 2.0326 -1.2220
H -2.5856 0.9086 0.1370
C -0.7830 0.0137 4.5426
C -0.1997 0.0267 3.1902
N 0.2752 0.0214 2.1118
H -0.0991 -0.4960 5.2600
H -1.7685 -0.4985 4.5402
H -0.9444 1.0400 4.9005
*
```

## Properties
- relative energy (zero: lowest compared OMol25 entry of this formula, charge and spin) (kcal/mol) = 92.9

---

Record 9
C9H15Cl2O6PPmSc | ωB97M-V with the def2-TZVPD basis set

Geometry as ORCA input:
```
! wB97M-V def2-TZVPD RIJCOSX def2/J DEFGRID3
* xyz 4 5
Pm 6.7848 2.3034 -1.3723
Sc 0.0208 0.0769 -0.4125
Cl 7.3489 -0.0345 -1.7813
Cl -0.7443 2.1044 -1.1775
C -1.2421 0.2323 1.3906
C 9.2787 2.8582 -1.3048
C 7.0762 4.7897 -0.8078
O -2.1317 0.3093 2.1541
O 10.4306 2.9712 -1.2936
O 7.0460 5.9114 -0.5434
C -1.2099 -3.4488 2.0862
C -0.2302 -3.4279 0.9275
O -0.9705 -3.6405 -0.3820
P -0.7886 -2.1218 -1.0074
O -2.3792 -1.6058 -0.6633
C -3.6376 -2.1552 -1.1583
C -3.8690 -3.6005 -0.7559
O -0.7533 -0.7746 -2.3495
C -1.6480 -0.8971 -3.4907
C -1.0360 -0.2672 -4.7242
H -1.9328 -2.6230 2.0604
H -0.6437 -3.3577 3.0192
H -1.7399 -4.4021 2.0909
H 0.2873 -2.4161 0.9674
H 0.5731 -4.1608 0.9679
H -4.4258 -1.5343 -0.7736
H -3.6270 -2.0804 -2.2541
H -3.9602 -3.7380 0.3297
H -4.8373 -3.8971 -1.1857
H -3.1193 -4.2768 -1.1626
H -1.8645 -1.9598 -3.6832
H -2.5875 -0.3909 -3.2484
H -0.1345 -0.7983 -5.0447
H -1.7585 -0.3155 -5.5560
H -0.7880 0.7832 -4.5445
*
```

## Properties
- relative energy (zero: lowest compared OMol25 entry of this formula, charge and spin) (kcal/mol) = 21.1